1.
Density functional theory data (ωB97M-V/def2-TZVPD) for one molecule with the formula C5H11NO.

Geometry as XYZ:
```
18
Properties=species:S:1:pos:R:3:mulliken_charge:R:1
C -0.835 1.230 -1.210 -0.80
C -1.076 0.148 -0.226 -0.84
C 0.246 -1.840 -0.778 -0.95
C 1.106 -0.435 0.973 0.84
C 0.889 0.923 1.749 -1.03
H -1.772 1.837 -1.549 0.33
H 0.017 1.863 -0.921 0.23
H -0.813 0.813 -2.456 0.21
H -1.474 0.586 0.693 0.36
H -1.876 -0.546 -0.412 0.42
H 1.236 -2.315 -0.561 0.34
H -0.599 -2.628 -0.645 0.27
H 0.225 -1.640 -1.940 0.26
H 1.792 0.996 2.471 0.31
H 0.010 0.828 2.462 0.28
H 0.730 1.902 1.150 0.18
N 0.131 -0.664 0.054 0.14
O 2.063 -1.060 1.145 -0.55
```

Results
lowest unoccupied orbital energy	0.850	eV
ΔE to the lowest compared entry with this formula, charge and spin	49.7	kcal per mole
SMILES	CCN(C)C(C)=O
orbital gap	10.22	eV
maximum force	0.136	hartree/bohr
total energy	-327.05218	hartree
charge	0

2.
Density functional theory data (ωB97M-V/def2-TZVPD) for one molecule with the formula C5H11NO.

Geometry as XYZ:
```
18
Properties=species:S:1:pos:R:3:mulliken_charge:R:1
C 2.874 0.514 0.027 -0.70
O 1.605 1.030 -0.297 -0.39
C 0.653 0.025 -0.422 0.17
C -0.171 -0.441 0.796 -0.69
N -1.276 -0.628 -0.147 -0.16
C -2.636 -0.520 0.314 -0.95
C -0.704 0.411 -1.009 -0.61
H 3.589 1.337 -0.015 0.25
H 3.178 -0.260 -0.693 0.31
H 2.896 0.071 1.032 0.27
H 1.063 -0.841 -0.957 0.30
H 0.126 -1.323 1.373 0.34
H -0.331 0.420 1.470 0.29
H -2.861 0.439 0.816 0.37
H -2.841 -1.335 1.018 0.30
H -3.317 -0.635 -0.538 0.30
H -0.970 1.431 -0.683 0.28
H -0.877 0.305 -2.085 0.31
```

Results
lowest unoccupied orbital energy	1.109	eV
ΔE to the lowest compared entry with this formula, charge and spin	55.5	kcal per mole
SMILES	COC1CN(C)C1
orbital gap	9.86	eV
maximum force	0.006	hartree/bohr
total energy	-327.04283	hartree
charge	0

3.
Density functional theory data (ωB97M-V/def2-TZVPD) for one molecule with the formula C5H11NO.

Geometry as XYZ:
```
18
Properties=species:S:1:pos:R:3:mulliken_charge:R:1
C 1.145 -1.403 1.426 -1.33
C 1.410 -0.269 0.463 0.91
N 0.323 0.419 0.014 0.06
C -1.054 0.000 0.130 -0.64
C -1.671 -0.351 -1.240 -1.03
C 0.509 1.755 -0.544 -1.06
O 2.535 0.080 0.149 -0.64
H 0.481 -1.188 2.258 0.34
H 2.109 -1.743 1.796 0.34
H 0.774 -2.240 0.826 0.35
H -1.621 0.801 0.612 0.39
H -1.153 -0.817 0.833 0.37
H -2.302 0.471 -1.573 0.28
H -2.340 -1.214 -1.203 0.33
H -0.856 -0.506 -1.945 0.32
H 1.405 2.155 -0.070 0.37
H 0.689 1.720 -1.616 0.28
H -0.382 2.330 -0.316 0.36
```

Results
lowest unoccupied orbital energy	0.892	eV
ΔE to the lowest compared entry with this formula, charge and spin	14.5	kcal per mole
SMILES	CCN(C)C(C)=O
orbital gap	10.03	eV
maximum force	0.024	hartree/bohr
total energy	-327.10826	hartree
charge	0

4.
Density functional theory data (ωB97M-V/def2-TZVPD) for one molecule with the formula C5H11NO.

Geometry as XYZ:
```
18
Properties=species:S:1:pos:R:3:mulliken_charge:R:1
C 2.835 0.144 -0.103 -0.85
N 1.448 0.041 -0.496 -0.20
C 0.423 0.429 0.316 0.46
O 0.611 0.938 1.410 -0.65
C -0.975 0.163 -0.250 0.56
C -1.256 -1.347 -0.291 -1.32
C -2.023 0.901 0.574 -1.47
H 3.420 0.678 -0.858 0.28
H 3.284 -0.842 0.062 0.28
H 2.872 0.702 0.833 0.31
H 1.224 -0.398 -1.374 0.23
H -0.997 0.536 -1.284 0.26
H -1.142 -1.786 0.706 0.32
H -0.587 -1.884 -0.972 0.35
H -2.282 -1.534 -0.627 0.38
H -3.022 0.735 0.155 0.41
H -2.007 0.548 1.609 0.30
H -1.825 1.977 0.592 0.34
```

Results
lowest unoccupied orbital energy	0.879	eV
ΔE to the lowest compared entry with this formula, charge and spin	2.4	kcal per mole
SMILES	CNC(=O)C(C)C
orbital gap	10.47	eV
maximum force	0.007	hartree/bohr
total energy	-327.12750	hartree
charge	0

5.
Density functional theory data (ωB97M-V/def2-TZVPD) for a 2-piece molecular cluster, C5H11NO overall.

Geometry as XYZ:
```
18
Properties=species:S:1:pos:R:3:mulliken_charge:R:1
C 1.245 -1.823 0.730 -0.48
C 0.062 -1.547 0.075 -0.11
N -1.263 -2.107 0.026 -0.73
C 1.375 -0.898 2.037 -0.44
C 0.506 0.360 1.842 -0.30
C 1.027 1.441 1.188 -0.83
H 2.113 -2.413 0.438 0.35
H 0.185 -0.537 -0.386 0.31
H -1.747 -1.693 -0.709 0.30
H -1.760 -1.619 0.788 0.29
H 2.411 -0.624 2.368 0.42
H 0.886 -1.521 2.915 0.21
H -0.326 0.512 2.484 0.40
H 0.653 2.008 0.386 0.35
H 2.038 1.485 1.299 0.27
H -2.324 2.667 -5.802 0.31
H -2.862 2.981 -4.557 0.30
O -2.219 3.328 -5.124 -0.62
```

Results
lowest unoccupied orbital energy	-0.009	eV
ΔE to the lowest compared entry with this formula, charge and spin	182.6	kcal per mole
SMILES	C=CC/C=C/N.O
orbital gap	7.04	eV
maximum force	0.065	hartree/bohr
total energy	-326.84041	hartree
charge	0

6.
Density functional theory data (ωB97M-V/def2-TZVPD) for one molecule with the formula C5H11NO.

Geometry as XYZ:
```
18
Properties=species:S:1:pos:R:3:mulliken_charge:R:1
C -1.879 0.196 -0.804 -1.38
C -0.638 -0.454 -0.212 0.18
C -0.634 -0.607 1.318 -0.74
N 0.748 -0.088 1.408 -0.56
C 0.716 0.325 -0.014 0.98
O 0.601 1.717 -0.168 -0.55
C 1.991 -0.044 -0.755 -1.61
H -1.831 0.339 -1.887 0.36
H -2.748 -0.440 -0.595 0.39
H -2.083 1.169 -0.343 0.25
H -0.448 -1.416 -0.705 0.32
H -0.060 2.033 0.457 0.35
H -1.331 0.081 1.817 0.28
H -0.802 -1.609 1.726 0.30
H 1.409 -0.851 1.532 0.34
H 1.917 0.110 -1.834 0.33
H 2.295 -1.079 -0.564 0.38
H 2.777 0.618 -0.375 0.40
```

Results
lowest unoccupied orbital energy	0.975	eV
ΔE to the lowest compared entry with this formula, charge and spin	33.4	kcal per mole
SMILES	C[C@@H]1CN[C@]1(C)O
orbital gap	10.10	eV
maximum force	0.007	hartree/bohr
total energy	-327.07806	hartree
charge	0

7.
Density functional theory data (ωB97M-V/def2-TZVPD) for one molecule with the formula C5H11NO.

Geometry as XYZ:
```
18
Properties=species:S:1:pos:R:3:mulliken_charge:R:1
C -0.986 -1.025 0.316 -0.09
C 0.275 0.662 -0.688 0.43
C -1.733 -1.521 1.500 -1.16
C 1.205 0.209 -1.788 -1.27
C 0.797 1.783 0.173 -1.39
N 0.289 -0.712 0.401 0.36
O 0.930 -0.679 1.478 -0.68
H -1.416 -1.117 -0.670 0.39
H -0.719 0.895 -1.072 0.35
H -2.790 -1.261 1.435 0.34
H -1.680 -2.613 1.560 0.28
H -1.282 -1.117 2.407 0.30
H 2.171 -0.062 -1.367 0.31
H 1.339 1.014 -2.514 0.40
H 0.800 -0.654 -2.317 0.33
H 1.747 1.505 0.627 0.33
H 0.958 2.667 -0.449 0.40
H 0.094 2.026 0.968 0.35
```

Results
lowest unoccupied orbital energy	0.796	eV
ΔE to the lowest compared entry with this formula, charge and spin	92.9	kcal per mole
SMILES	C/C=[N+](\[O-])C(C)C
orbital gap	8.97	eV
maximum force	0.086	hartree/bohr
total energy	-326.98331	hartree
charge	0

8.
Density functional theory data (ωB97M-V/def2-TZVPD) for a 2-piece molecular cluster, C5H11NO overall.

Geometry as XYZ:
```
18
Properties=species:S:1:pos:R:3:mulliken_charge:R:1
C -1.140 1.100 -2.036 -1.25
C 0.153 -0.434 -0.624 -0.01
C -0.440 0.936 -0.678 -0.31
N -0.364 -1.387 0.042 -0.43
C 0.903 0.649 2.550 -0.97
C 0.197 -2.660 -0.158 0.11
O 0.470 -3.126 -1.240 -0.48
H -2.043 0.482 -2.075 0.34
H -1.428 2.140 -2.213 0.35
H -0.484 0.786 -2.856 0.34
H 1.036 -0.611 -1.257 0.42
H 0.446 1.560 2.154 0.20
H 0.354 1.686 -0.568 0.29
H -1.149 1.063 0.145 0.27
H 1.181 0.807 3.594 0.31
H 0.187 -0.173 2.469 0.23
H 1.800 0.408 1.973 0.23
H 0.321 -3.227 0.779 0.36
```

Results
lowest unoccupied orbital energy	0.489	eV
ΔE to the lowest compared entry with this formula, charge and spin	32.4	kcal per mole
SMILES	CC/C=N/C=O.C
orbital gap	10.50	eV
maximum force	0.010	hartree/bohr
total energy	-327.07969	hartree
charge	0

Which of these has the lowest lowest unoccupied orbital energy? number 5

The highest total energy belongs to which entry? number 5